106
Properties=species:S:1:pos:R:3:lowdin_charge:R:1 method="wB97M-V/def2-TZVPD" fmax_ev_per_a=5.5 e_homo_ev=-5.95 multiplicity=1 energy_ha=-5975.1511
Ru -0.176 -0.792 -0.279 0.958
Br -0.717 -4.367 -0.259 0.833
C 0.870 -3.848 -1.206 -0.678
C 1.621 -4.866 -1.741 -0.079
C 2.735 -4.499 -2.536 -0.027
C 3.003 -3.176 -2.715 0.023
C 2.214 -2.190 -2.065 -0.177
N 1.112 -2.557 -1.294 0.029
C 2.560 -0.829 -2.241 -0.379
O 3.281 -0.319 -3.086 0.131
O 1.908 0.078 -1.314 -0.221
H 1.362 -5.895 -1.564 0.099
H 3.336 -5.267 -2.999 0.116
H 3.823 -2.825 -3.321 0.127
N -0.832 -0.906 -2.485 0.149
C -0.558 -0.554 -3.557 -0.224
N -0.320 -0.099 -4.744 -0.076
C 0.462 1.130 -4.897 -0.127
C 0.602 1.472 -6.373 -0.175
C 1.260 0.320 -7.129 -0.183
C 0.588 -1.029 -6.814 -0.160
C -0.654 -0.845 -5.944 -0.143
H 1.453 0.988 -4.450 0.118
H -0.048 1.943 -4.366 0.125
H 1.215 2.369 -6.461 0.121
H -0.379 1.699 -6.798 0.116
H 2.313 0.274 -6.852 0.111
H 1.214 0.529 -8.197 0.107
H 1.291 -1.675 -6.286 0.110
H 0.302 -1.539 -7.735 0.111
H -1.063 -1.814 -5.655 0.130
H -1.433 -0.306 -6.500 0.128
N -0.347 -1.963 1.751 -0.396
S -1.157 -1.758 3.088 1.069
C 0.020 -2.088 4.436 -0.369
C -0.461 -2.409 5.694 -0.082
C 0.436 -2.665 6.715 -0.074
C 1.800 -2.588 6.479 -0.080
C 2.269 -2.253 5.220 -0.063
C 1.378 -1.996 4.189 -0.092
C -2.120 -3.294 3.295 -0.383
C -1.506 -4.532 3.341 -0.104
C -2.287 -5.673 3.356 -0.075
C -3.669 -5.574 3.315 -0.079
C -4.277 -4.331 3.265 -0.073
C -3.501 -3.186 3.254 -0.092
H 0.280 -2.764 1.789 -0.024
H -1.526 -2.470 5.863 0.114
H 0.069 -2.925 7.695 0.104
H 2.497 -2.787 7.280 0.103
H 3.330 -2.187 5.034 0.108
H 1.746 -1.726 3.209 0.025
H -0.429 -4.611 3.355 0.115
H -1.819 -6.644 3.384 0.106
H -4.272 -6.469 3.310 0.104
H -5.353 -4.257 3.220 0.107
H -3.957 -2.209 3.211 0.105
S 2.858 -0.952 0.941 0.657
C 1.726 -0.375 -0.073 -1.018
C 3.225 5.512 -1.664 -0.209
C 3.837 4.409 -0.827 -0.446
Sb 2.530 2.795 -0.031 1.469
C 0.873 2.907 -1.482 -0.432
C -0.065 4.093 -1.384 -0.186
C 1.537 3.883 1.622 -0.432
C 1.659 5.390 1.658 -0.194
H 4.007 6.164 -2.054 0.061
H 2.547 6.125 -1.076 0.045
H 2.688 5.105 -2.520 0.053
H 4.323 4.831 0.050 0.028
H 4.599 3.889 -1.406 0.025
H 0.319 1.972 -1.344 -0.002
H 1.344 2.871 -2.463 0.028
H -0.587 4.098 -0.429 0.061
H -0.818 4.041 -2.174 0.058
H 0.474 5.033 -1.491 0.044
H 1.947 3.455 2.539 0.031
H 0.489 3.593 1.573 0.024
H 2.697 5.703 1.723 0.056
H 1.137 5.772 2.538 0.066
H 1.211 5.841 0.778 0.044
C -4.441 1.056 0.987 -0.184
Si -2.881 0.503 0.031 0.426
C -3.159 -1.372 -0.301 -0.198
C -2.811 1.491 -1.610 -0.177
N -1.318 0.638 0.784 -0.189
C -1.017 1.243 1.957 -0.421
C 0.165 0.912 2.650 -0.143
C 0.444 1.420 3.899 -0.118
C -0.419 2.329 4.494 -0.125
C -1.550 2.735 3.799 -0.107
C -1.850 2.209 2.560 -0.068
H -5.316 0.591 0.544 0.022
H -4.586 2.129 0.931 0.017
H -4.410 0.775 2.035 0.021
H -3.837 -1.530 -1.136 0.028
H -3.570 -1.883 0.566 0.010
H -2.206 -1.862 -0.551 -0.077
H -3.007 2.545 -1.446 0.019
H -3.541 1.119 -2.323 0.019
H -1.824 1.398 -2.056 -0.026
H 0.858 0.246 2.163 0.016
H 1.349 1.122 4.408 0.104
H -0.203 2.735 5.471 0.087
H -2.196 3.491 4.225 0.097
H -2.718 2.563 2.029 0.076